This record from OMol25 describes a 2-piece molecular cluster, CH6S2 overall at a distorted geometry. The level of theory is ωB97M-V with the def2-TZVPD basis set.

Each line ends with the Mulliken charge.
Geometry (Å):
C 0.418 -1.556 1.033  -0.699
H -0.121 -1.593 1.973  0.235
H 0.330 -2.517 0.526  0.252
H 1.468 -1.325 1.219  0.241
H 0.100 -0.812 0.314  0.006
S -1.132 1.622 -0.402  -0.187
S -0.007 1.672 -2.114  -0.176
H -2.255 2.298 -0.704  0.164
H 1.198 2.210 -1.845  0.164

Output
energy above the lowest of the compared OMol25 structures with the same formula, charge and spin	33.4	kJ/mol
2S+1	1
SMILES	SS.C

This record from OMol25 describes CH6S2Si as an isolated structure at a distorted geometry. The level of theory is ωB97M-V with the def2-TZVPD basis set.

Each line ends with the Mulliken charge.
Geometry (Å):
C 0.763 0.189 -0.462  -0.722
Si -0.367 -0.342 0.904  0.607
S 0.904 2.460 -0.554  -0.236
S -0.792 -2.444 0.597  -0.325
H 1.746 0.186 -0.051  0.297
H 0.632 -0.170 -1.453  0.387
H -1.693 -0.013 0.731  -0.136
H 0.066 -0.276 2.302  -0.112
H -0.444 2.630 -0.851  0.146
H -1.286 -2.385 -0.530  0.093

Output
energy above the lowest of the compared OMol25 structures with the same formula, charge and spin	113.9	kJ/mol
2S+1	1

This record from OMol25 describes a 2-piece molecular cluster, CH6S3 overall at a distorted geometry. The level of theory is ωB97M-V with the def2-TZVPD basis set.

Each line ends with the Mulliken charge.
Geometry (Å):
S 1.779 1.011 0.193  -0.529
S 2.743 -0.860 0.512  -0.535
H 2.014 1.736 1.280  0.018
H 4.065 -0.601 0.359  0.043
C -3.980 -0.702 -0.543  -0.818
S -2.484 0.249 -0.416  -0.130
H -4.855 -0.042 -0.555  0.263
H -4.153 -1.524 0.147  0.295
H -4.118 -1.103 -1.557  0.278
H -1.799 -0.549 -1.223  0.115

Output
energy above the lowest of the compared OMol25 structures with the same formula, charge and spin	80.1	kJ/mol
2S+1	2
total charge	-1

> The lowest energy above the lowest of the compared OMol25 structures with the same formula, charge and spin belongs to which entry?

CH6S2

> Look up the energy above the lowest of the compared OMol25 structures with the same formula, charge and spin of the third one.

80.1 kJ/mol